[1]
Molecular formula: C5H12NO3S
Method: DFT, ωB97M-V with the def2-TZVPD basis set

## Properties
HOMO energy	-4.0	eV
energy relative to the best compared isomer or geometry (same formula, charge and spin)	0.000	eV
Kohn-Sham gap	7.66	eV
charge	-1

Last column: natural (NBO) charge in e.
Cartesian coordinates (Å):
C: -1.47 2.08 -0.59  -0.67
C: -0.04 -2.24 -0.15  -0.62
C: -1.55 0.59 -0.08  -0.47
C: -0.13 -1.24 0.91  -0.47
C: -0.17 0.27 0.39  0.49
N: 0.98 0.50 -0.86  -0.91
O: 2.74 0.90 0.92  -1.02
O: 3.47 -0.22 -1.31  -1.02
O: 0.23 1.16 1.37  -0.83
S: 2.47 -0.18 -0.15  1.55
H: -2.42 2.56 -0.76  0.19
H: -0.97 2.35 0.38  0.26
H: -0.62 2.26 -1.30  0.24
H: -0.78 -2.06 -0.99  0.19
H: 1.02 -2.31 -0.62  0.22
H: -0.38 -3.18 0.23  0.20
H: -1.80 -0.05 -0.94  0.20
H: -2.11 0.65 0.81  0.22
H: 0.54 -1.42 1.76  0.22
H: -1.18 -1.38 1.32  0.18
H: 0.77 -0.11 -1.67  0.35
H: 1.39 1.10 1.34  0.51

[2]
Molecular formula: C3H8NO
Method: DFT, ωB97M-V with the def2-TZVPD basis set

## Properties
HOMO energy	-14.6	eV
energy relative to the best compared isomer or geometry (same formula, charge and spin)	12.701	eV
Kohn-Sham gap	6.10	eV
charge	+1

Last column: Mulliken charge in e.
Cartesian coordinates (Å):
C: -0.04 -0.22 0.07  0.65
C: -0.36 -1.26 -0.77  -0.44
C: 0.85 -0.82 0.94  -0.46
O: 1.71 1.09 -0.22  -0.60
N: -2.07 0.68 0.03  -0.59
H: -0.46 0.87 0.25  0.37
H: -2.94 1.04 -0.41  0.24
H: 0.33 -1.62 -1.54  0.31
H: 1.93 -0.53 0.92  0.30
H: 0.58 -1.40 1.82  0.33
H: -2.25 1.02 0.98  0.29
H: -1.38 -1.47 -1.08  0.35
H: 2.13 1.84 -0.67  0.25

[3]
Molecular formula: C2H6INS
Method: DFT, ωB97M-V with the def2-TZVPD basis set

## Properties
HOMO energy	-8.7	eV
energy relative to the best compared isomer or geometry (same formula, charge and spin)	1.052	eV
Kohn-Sham gap	8.17	eV

Last column: natural (NBO) charge in e.
Cartesian coordinates (Å):
C: -1.32 -0.29 -0.03  -0.67
C: 0.07 -0.83 0.28  -0.18
N: 1.25 0.36 -0.49  -0.79
S: 0.99 1.86 0.18  0.19
I: 3.19 -0.38 -0.02  0.26
H: -1.34 0.77 0.17  0.23
H: -1.53 -0.56 -1.00  0.21
H: -2.15 -0.56 0.55  0.23
H: 0.38 -0.89 1.37  0.19
H: 0.20 -1.87 -0.02  0.21
H: 0.27 2.39 -1.00  0.12

[4]
Molecular formula: C33H34N4O3SSiSn
Method: DFT, ωB97M-V with the def2-TZVPD basis set

## Properties
HOMO energy	0.1	eV
energy relative to the best compared isomer or geometry (same formula, charge and spin)	0.846	eV
Kohn-Sham gap	4.38	eV
charge	-2

Last column: Mulliken charge in e.
Cartesian coordinates (Å):
Sn: 1.03 0.68 0.60  1.24
O: -1.77 -2.60 2.12  -0.81
S: -1.03 -2.18 0.95  1.47
O: 0.36 -2.55 0.88  -0.80
N: -1.15 -0.64 0.61  0.75
C: -2.32 0.06 0.75  0.28
C: -3.59 -0.48 0.97  -0.91
C: -4.73 0.34 1.03  -0.89
C: -4.65 1.70 0.88  -1.03
C: -3.39 2.30 0.68  1.03
C: -3.22 3.69 0.53  -0.79
C: -1.97 4.21 0.35  -0.88
C: -0.86 3.35 0.35  -0.59
N: -0.98 2.05 0.48  1.13
C: -2.22 1.49 0.63  -0.40
C: -1.82 -2.98 -0.44  -0.53
C: -2.76 -3.97 -0.25  -0.26
C: -3.36 -4.57 -1.35  -0.58
C: -3.01 -4.17 -2.63  -0.58
C: -2.06 -3.17 -2.82  -0.31
C: -1.46 -2.57 -1.72  -0.04
H: -3.69 -1.54 1.10  0.37
H: -5.70 -0.12 1.20  0.37
H: -5.54 2.32 0.91  0.34
H: -4.09 4.33 0.56  0.37
H: -1.82 5.28 0.23  0.43
H: 0.15 3.71 0.24  0.28
H: -3.02 -4.26 0.77  0.47
H: -4.10 -5.35 -1.21  0.34
H: -3.49 -4.62 -3.49  0.37
H: -1.79 -2.85 -3.82  0.31
H: -0.71 -1.79 -1.84  0.12
C: 4.13 -1.00 1.49  -1.17
N: 3.33 -0.08 2.26  0.85
C: 4.13 0.96 2.87  -1.29
C: 2.48 -0.77 3.22  -1.25
C: 1.43 0.14 3.80  0.64
C: 1.22 0.17 5.18  -0.81
C: 0.25 1.00 5.73  -0.60
C: -0.50 1.81 4.89  -0.94
C: -0.28 1.77 3.51  -0.35
C: 0.68 0.94 2.92  0.75
H: 4.69 -0.46 0.73  0.31
H: 3.48 -1.72 0.99  0.30
H: 4.86 -1.55 2.12  0.31
H: 4.62 1.56 2.09  0.34
H: 4.91 0.54 3.54  0.26
H: 3.49 1.62 3.45  0.34
H: 3.09 -1.22 4.03  0.27
H: 1.98 -1.59 2.68  0.36
H: 1.82 -0.46 5.82  0.32
H: 0.10 1.02 6.80  0.33
H: -1.25 2.47 5.31  0.41
H: -0.89 2.41 2.88  0.34
O: 4.24 3.87 0.47  -0.77
C: 3.16 3.33 0.46  0.62
N: 2.09 2.80 0.46  -0.70
C: 0.91 2.56 -3.49  -1.46
Si: 0.14 1.00 -2.64  0.30
C: -1.48 0.83 -3.70  -1.51
C: 1.24 -0.38 -3.41  0.33
C: 2.58 -0.49 -2.98  -0.41
C: 3.39 -1.55 -3.37  -0.70
C: 2.89 -2.55 -4.19  -0.37
C: 1.57 -2.48 -4.62  -0.55
C: 0.77 -1.41 -4.24  -0.21
H: 0.96 2.47 -4.59  0.33
H: 1.92 2.75 -3.11  0.27
H: 0.31 3.45 -3.25  0.34
H: -1.31 0.68 -4.78  0.37
H: -2.06 1.76 -3.59  0.34
H: -2.12 0.02 -3.33  0.26
H: 2.97 0.27 -2.31  0.27
H: 4.41 -1.60 -3.01  0.35
H: 3.52 -3.39 -4.48  0.34
H: 1.17 -3.26 -5.25  0.32
H: -0.26 -1.37 -4.59  0.24

[5]
Molecular formula: C73H70FN7O4P2PbS2Te
Method: DFT, ωB97M-V with the def2-TZVPD basis set

## Properties
HOMO energy (spin up / spin down)	-2.7 / -3.4	eV
energy relative to the best compared isomer or geometry (same formula, charge and spin)	0.000	eV
multiplicity	2
Kohn-Sham gap (spin up / spin down)	4.00 / 4.68	eV
charge	-1

Last column: Mulliken spin population.
Cartesian coordinates (Å):
Pb: 0.03 0.28 0.24  -0.01
O: 0.24 5.13 -6.45  0.16
N: 0.25 3.89 -6.70  0.11
O: 0.38 3.47 -7.89  0.17
C: 0.16 2.95 -5.68  0.01
C: 0.28 1.61 -6.03  0.31
C: 0.30 0.59 -5.06  -0.05
C: 0.43 -0.77 -5.41  0.08
C: 0.48 -1.73 -4.44  -0.06
C: 0.39 -1.32 -3.10  0.09
N: 0.26 -0.06 -2.73  -0.03
C: 0.20 0.90 -3.67  0.05
C: -0.02 2.30 -3.29  -0.02
N: -0.19 2.56 -1.98  0.02
C: -0.49 3.79 -1.60  0.00
C: -0.58 4.85 -2.50  0.01
C: -0.34 4.62 -3.83  0.02
C: -0.06 3.31 -4.28  0.01
H: 0.38 1.36 -7.07  0.04
H: 0.50 -1.04 -6.46  0.00
H: 0.56 -2.78 -4.68  0.00
H: 0.39 -2.05 -2.30  0.06
H: -0.64 3.94 -0.54  0.01
H: -0.82 5.84 -2.14  0.00
H: -0.38 5.42 -4.55  0.01
C: -0.45 -7.93 -2.07  0.00
S: 0.98 -8.09 -0.97  0.00
C: 0.22 -7.63 0.62  0.00
C: 0.50 -6.19 1.05  0.00
C: -0.12 -5.20 0.07  0.00
N: 0.00 -3.78 0.42  0.00
P: 1.51 -2.93 0.38  0.00
C: 2.62 -4.09 -0.57  -0.01
C: 2.55 -4.03 -1.97  0.00
C: 3.32 -4.86 -2.77  0.00
C: 4.20 -5.77 -2.19  0.00
C: 4.31 -5.82 -0.81  0.00
C: 3.54 -4.99 -0.01  0.00
C: 2.23 -3.14 2.06  0.00
C: 1.51 -3.62 3.15  0.00
C: 2.11 -3.72 4.40  0.00
C: 3.43 -3.32 4.58  0.00
C: 4.14 -2.81 3.50  0.00
C: 3.54 -2.72 2.25  0.00
P: -1.33 -2.66 0.22  -0.01
C: -2.62 -3.34 1.35  0.00
C: -3.88 -2.74 1.25  0.00
C: -4.92 -3.17 2.06  0.00
C: -4.72 -4.20 2.97  0.00
C: -3.46 -4.77 3.10  0.00
C: -2.41 -4.34 2.29  0.00
C: -2.24 -3.06 -1.35  0.00
C: -2.48 -1.98 -2.19  0.01
C: -3.19 -2.13 -3.37  0.01
C: -3.67 -3.38 -3.74  0.00
C: -3.48 -4.46 -2.88  0.00
C: -2.80 -4.30 -1.69  0.00
H: -0.11 -8.25 -3.06  0.00
H: -0.79 -6.90 -2.12  0.00
H: -1.25 -8.59 -1.73  0.00
H: 0.63 -8.32 1.36  0.00
H: -0.85 -7.81 0.53  0.00
H: 1.57 -6.04 1.11  0.00
H: 0.09 -6.05 2.05  0.00
H: -1.17 -5.44 0.00  0.00
H: 0.33 -5.38 -0.91  0.00
H: 1.88 -3.32 -2.44  0.00
H: 3.24 -4.79 -3.85  0.00
H: 4.80 -6.42 -2.81  0.00
H: 5.00 -6.51 -0.35  0.00
H: 3.66 -5.03 1.06  0.00
H: 0.47 -3.87 3.03  0.00
H: 1.55 -4.11 5.24  0.00
H: 3.89 -3.39 5.56  0.00
H: 5.16 -2.47 3.64  0.00
H: 4.11 -2.33 1.41  0.00
H: -4.02 -1.91 0.55  0.00
H: -5.89 -2.70 1.97  0.00
H: -5.53 -4.53 3.61  0.00
H: -3.29 -5.56 3.82  0.00
H: -1.43 -4.77 2.41  0.00
H: -2.13 -1.00 -1.90  -0.02
H: -3.38 -1.27 -4.00  0.00
H: -4.20 -3.51 -4.67  0.00
H: -3.89 -5.44 -3.14  0.00
H: -2.74 -5.14 -1.02  0.00
N: 2.62 0.19 0.18  0.00
C: 3.73 0.38 -0.04  0.01
C: 5.10 0.69 -0.29  0.00
C: 5.54 0.87 -1.61  0.00
C: 6.85 1.24 -1.85  0.00
C: 7.73 1.42 -0.79  0.00
C: 7.30 1.21 0.51  0.00
C: 5.99 0.84 0.77  0.00
H: 4.83 0.73 -2.42  0.00
H: 7.18 1.39 -2.86  0.00
H: 8.75 1.73 -0.97  0.00
H: 7.99 1.34 1.34  0.00
H: 5.64 0.67 1.78  0.00
F: 0.36 -1.41 6.65  0.00
C: 0.29 -1.11 5.32  0.00
C: -0.87 -1.36 4.63  0.00
C: -0.89 -1.10 3.26  0.00
C: 0.19 -0.53 2.56  0.00
C: 1.31 -0.26 3.35  0.00
C: 1.40 -0.57 4.70  0.00
H: -1.73 -1.77 5.15  0.00
H: -1.80 -1.35 2.72  0.00
H: 2.19 0.20 2.88  0.00
H: 2.31 -0.42 5.28  0.00
C: -1.97 2.60 2.08  0.00
C: -0.55 3.16 2.31  0.00
O: -0.45 4.10 3.11  0.00
N: 0.45 2.57 1.62  0.00
Te: 2.29 3.26 1.68  0.00
C: 3.36 3.84 3.47  0.00
C: 4.68 4.25 3.18  0.00
C: 5.16 4.58 1.78  0.00
C: 5.59 4.36 4.22  0.00
C: 5.24 4.07 5.53  0.00
C: 6.24 4.17 6.65  0.00
C: 3.93 3.71 5.80  0.00
C: 2.97 3.58 4.79  0.00
C: 1.57 3.19 5.15  0.00
C: 2.10 5.18 0.77  0.00
C: 1.78 6.38 1.42  0.00
C: 1.63 6.51 2.91  0.00
C: 1.62 7.52 0.64  0.00
C: 1.80 7.52 -0.73  0.00
C: 1.63 8.77 -1.55  0.00
C: 2.16 6.32 -1.35  -0.01
C: 2.31 5.15 -0.63  0.00
C: 2.74 3.91 -1.37  0.00
H: -2.41 2.53 3.08  0.00
H: -2.53 0.61 1.90  0.00
H: -2.51 3.38 1.53  0.00
H: 4.54 5.35 1.32  0.00
H: 5.14 3.70 1.13  0.00
H: 6.19 4.94 1.82  0.00
H: 6.61 4.66 3.99  0.00
H: 7.24 4.40 6.27  0.00
H: 6.30 3.24 7.21  0.00
H: 5.96 4.97 7.35  0.00
H: 3.63 3.50 6.82  0.00
H: 1.38 3.37 6.20  0.00
H: 1.40 2.13 4.95  0.00
H: 0.85 3.73 4.55  0.00
H: 0.92 5.78 3.29  0.00
H: 1.26 7.51 3.16  0.00
H: 2.58 6.36 3.42  0.00
H: 1.34 8.45 1.13  0.00
H: 1.38 9.62 -0.92  0.00
H: 0.83 8.64 -2.29  0.00
H: 2.54 9.00 -2.10  0.00
H: 2.32 6.31 -2.42  0.00
H: 2.67 4.07 -2.44  0.00
H: 2.12 3.05 -1.12  0.00
H: 3.78 3.65 -1.14  0.00
O: -3.77 0.12 -0.21  0.00
S: -2.75 1.28 -0.28  0.00
N: -2.05 1.34 1.38  0.00

[6]
Molecular formula: C18H41NO6PSSi2
Method: DFT, ωB97M-V with the def2-TZVPD basis set

## Properties
HOMO energy	-10.7	eV
Kohn-Sham gap	8.37	eV
charge	+1

Last column: natural (NBO) charge in e.
Cartesian coordinates (Å):
C: 2.54 -3.21 1.59  -0.65
C: 2.81 -2.32 0.26  -0.08
O: 1.64 -1.50 0.05  -0.57
C: 1.28 -1.47 -1.37  -0.11
C: 0.44 -2.78 -1.76  -0.10
O: -0.65 -3.09 -0.87  -0.56
C: -1.47 -1.94 -0.58  -0.54
Si: -3.01 -2.61 0.41  1.64
C: -2.42 -2.86 2.22  -1.03
C: -1.61 -4.21 2.50  0.80
O: -1.76 -4.73 3.64  -0.49
O: -0.69 -4.83 1.59  -0.56
C: -1.31 -5.88 0.84  0.79
C: -1.08 -6.18 -0.71  -0.72
O: -2.09 -6.67 1.45  -0.55
O: -3.65 -4.08 -0.26  -1.21
Si: -4.93 -4.64 0.80  1.15
P: -4.64 -1.08 0.34  0.32
S: -4.00 0.63 -0.40  -0.66
H: 2.86 -4.31 1.44  0.22
H: 1.40 -3.14 1.81  0.23
H: 3.08 -2.78 2.52  0.21
H: 3.78 -1.73 0.44  0.18
H: 3.02 -3.04 -0.61  0.18
H: 2.26 -1.51 -1.95  0.19
H: 0.68 -0.51 -1.62  0.18
H: 1.18 -3.67 -1.69  0.20
H: 0.13 -2.75 -2.88  0.19
H: -0.97 -1.19 0.15  0.22
H: -1.89 -1.40 -1.49  0.22
H: -3.34 -2.87 2.92  0.29
H: -1.77 -1.96 2.51  0.29
H: -2.06 -5.98 -1.28  0.27
H: -0.81 -7.27 -0.91  0.26
H: -0.28 -5.53 -1.20  0.23
H: -4.45 -5.70 1.71  -0.14
H: -6.06 -5.14 0.01  -0.17
H: -5.41 -3.54 1.65  -0.21
H: -5.14 -0.76 1.66  0.04
H: -5.76 -1.53 -0.47  0.04
C: 3.89 6.09 0.61  -0.61
C: 3.56 5.92 -0.87  -0.44
C: 2.09 5.69 -1.23  -0.20
N: 1.48 4.32 -0.89  -0.21
C: 0.07 4.34 -1.50  -0.21
C: -0.79 3.17 -1.06  -0.43
C: -0.88 3.08 0.45  -0.41
C: 0.52 2.96 1.04  -0.43
C: 1.41 4.12 0.62  -0.21
C: 2.30 3.22 -1.54  -0.42
H: 4.05 5.12 1.09  0.20
H: 4.81 6.65 0.73  0.24
H: 3.09 6.62 1.14  0.21
H: 4.21 5.16 -1.32  0.22
H: 3.84 6.87 -1.36  0.25
H: 1.99 5.80 -2.32  0.23
H: 1.46 6.45 -0.76  0.22
H: -0.40 5.28 -1.18  0.22
H: 0.18 4.36 -2.59  0.23
H: -1.80 3.28 -1.48  0.26
H: -0.40 2.23 -1.47  0.21
H: -1.48 2.22 0.74  0.26
H: -1.37 3.97 0.85  0.21
H: 0.97 2.01 0.74  0.21
H: 0.45 2.94 2.13  0.25
H: 2.42 3.92 0.98  0.23
H: 1.04 5.06 1.05  0.22
H: 3.29 3.20 -1.09  0.23
H: 2.37 3.44 -2.61  0.23
H: 1.80 2.26 -1.39  0.24